Entry 1:
{
  "formula": "C46H47Br2N13PbS2",
  "method": "wB97M-V/def2-TZVPD",
  "species": ["Pb", "C", "N", "C", "C", "N", "C", "C", "C", "C", "C", "C", "N", "C", "N", "C", "C", "C", "C", "C", "C", "N", "H", "H", "H", "H", "H", "H", "H", "H", "H", "H", "H", "H", "H", "H", "H", "Br", "C", "C", "C", "N", "C", "C", "C", "C", "C", "Br", "C", "C", "N", "H", "H", "H", "H", "H", "H", "N", "C", "N", "C", "C", "C", "C", "C", "H", "H", "H", "H", "H", "H", "H", "H", "H", "H", "C", "N", "C", "C", "N", "C", "S", "H", "H", "H", "H", "H", "H", "H", "H", "S", "C", "C", "C", "N", "C", "C", "C", "C", "C", "N", "C", "C", "H", "H", "H", "H", "H", "H", "H", "H"],
  "coordinates": [[-0.230370, 1.455759, 2.384470], [-0.786067, 4.231729, 0.374766], [-0.773767, 3.843793, 1.802048], [0.158275, 4.656890, 2.590952], [1.544758, 4.253830, 2.193677], [1.821682, 2.994946, 1.928254], [3.222030, 2.993060, 1.654579], [4.044548, 1.929997, 1.246249], [5.390371, 2.221985, 1.076756], [5.839435, 3.508426, 1.250947], [5.072570, 4.603579, 1.642220], [3.742987, 4.251745, 1.876322], [2.633725, 5.042397, 2.204584], [-0.265018, 3.126512, -0.576512], [-0.098400, 1.926471, -0.206900], [0.198088, 1.161831, -1.300136], [0.502612, -0.180304, -1.372989], [0.758328, -0.695713, -2.593221], [0.605281, 0.081072, -3.780211], [0.230795, 1.392445, -3.717183], [0.128560, 1.969556, -2.431683], [-0.122122, 3.257036, -1.947120], [-1.723572, 4.698174, 0.072754], [-0.128790, 5.083205, 0.206993], [-1.715153, 3.875028, 2.218787], [-0.007352, 5.718927, 2.459693], [-0.129603, 4.523018, 3.617045], [3.655590, 0.967529, 0.895006], [5.932795, 1.398392, 0.689931], [6.919311, 3.713330, 1.021056], [5.475575, 5.557611, 1.732711], [2.677202, 6.016014, 2.382368], [0.560823, -0.649169, -0.363180], [1.008028, -1.758546, -2.573566], [0.679808, -0.402343, -4.761612], [-0.061670, 1.984521, -4.594173], [-0.197477, 4.079843, -2.525315], [-4.237733, 0.126126, 8.100540], [-3.337153, 0.954062, 6.680271], [-4.042083, 1.419021, 5.561259], [-3.264653, 1.820596, 4.421016], [-1.878282, 1.875053, 4.459288], [-1.305023, 1.514010, 5.669095], [-1.975255, 0.971954, 6.755328], [0.131440, 1.860492, 5.754345], [0.653857, 2.117220, 6.993448], [2.009599, 2.462048, 7.102955], [2.663574, 2.843606, 8.782268], [2.824290, 2.374744, 5.985392], [2.202341, 2.050036, 4.798679], [0.862725, 1.882792, 4.640715], [-5.143164, 1.345651, 5.515920], [-3.652432, 2.136484, 3.422656], [-1.341967, 0.691501, 7.646239], [0.055220, 2.109579, 7.861782], [3.871540, 2.630085, 6.030437], [2.837003, 1.952040, 3.925378], [-2.980663, 2.185941, 0.719874], [-3.694664, 2.460333, -0.121696], [-4.450021, 2.908549, -1.113899], [-5.716982, 3.522733, -0.787381], [-5.915336, 4.702464, -1.727000], [-5.633261, 4.369717, -3.238324], [-4.242117, 3.829014, -3.382690], [-4.051686, 2.621306, -2.484954], [-5.605656, 3.801803, 0.225821], [-6.497105, 2.741526, -0.828177], [-5.241892, 5.543460, -1.397435], [-6.959813, 5.030739, -1.640702], [-5.897000, 5.170956, -3.874277], [-6.301081, 3.542292, -3.497770], [-3.523508, 4.567198, -3.141764], [-3.983646, 3.569778, -4.478225], [-3.010578, 2.309907, -2.478245], [-4.658815, 1.786788, -2.732032], [-3.502893, -1.757373, -5.761689], [-4.606146, -1.997294, -4.770009], [-5.792712, -2.615241, -5.318443], [-6.535492, -3.217487, -4.017627], [-5.881124, -2.444533, -3.043638], [-4.751219, -1.959042, -3.447190], [-3.591022, -0.999105, -2.512509], [-2.858943, -0.988837, -5.362907], [-4.002279, -1.329267, -6.732670], [-2.977274, -2.674276, -5.950947], [-5.489581, -3.410370, -5.996482], [-6.230015, -1.823408, -5.945043], [-6.409641, -4.302494, -3.903960], [-7.539370, -2.980525, -4.249851], [-6.087812, -2.612637, -2.074597], [7.187861, -6.944480, -1.139359], [5.666520, -6.513124, -0.433610], [5.439981, -6.966961, 0.846802], [4.285323, -6.526291, 1.416582], [3.403831, -5.763995, 0.754665], [3.646643, -5.397976, -0.494416], [4.816511, -5.758976, -1.168071], [6.857341, -8.562611, -1.622758], [5.585868, -9.201952, -1.636768], [5.569009, -10.541712, -1.998508], [6.683766, -11.176606, -2.447316], [7.878423, -10.558005, -2.385043], [8.024166, -9.265287, -2.020431], [6.177791, -7.514267, 1.425992], [3.977795, -6.766885, 2.443385], [2.900039, -4.846499, -1.109648], [5.115531, -5.363528, -2.110210], [4.605656, -8.842528, -1.366179], [4.650877, -11.143086, -1.975232], [8.695195, -11.160440, -2.737695], [8.953559, -8.707083, -2.061120]],
  "atomic_forces_ev_per_a": [[0.1, 0.1, -0.4], [1.0, 0.0, -0.9], [-0.5, -0.2, -0.1], [-0.3, 0.4, -0.5], [-0.1, -0.6, 1.1], [0.8, 0.6, -0.6], [-0.8, -1.6, 0.2], [-0.3, 0.4, -0.3], [-2.2, -0.6, -0.1], [2.8, 1.8, -0.2], [-0.9, -3.0, -0.2], [-0.4, 1.3, -0.1], [0.3, -0.7, -0.2], [-1.5, 2.2, -0.6], [0.4, -1.4, 1.8], [-0.2, 1.0, -0.8], [0.0, 0.5, 2.2], [0.2, -1.2, -0.8], [-0.2, -1.2, 0.0], [-0.3, 1.5, 0.2], [0.0, -0.2, -0.3], [-0.3, -0.5, 0.1], [-0.4, -0.8, -0.1], [0.5, 0.1, 0.4], [0.5, 0.1, -0.5], [0.1, 0.4, -0.5], [0.5, -0.5, 0.8], [0.0, 0.3, 0.5], [1.2, -0.2, -0.2], [-1.1, -0.2, 0.3], [0.5, 1.5, 0.2], [-0.2, 0.8, 0.2], [0.1, -0.4, -1.2], [0.1, 0.3, -0.7], [0.1, 0.2, 0.5], [0.6, -0.4, 0.2], [0.0, 0.1, 0.2], [-0.3, 0.2, 0.0], [-1.5, -0.6, 0.1], [0.9, 0.1, -1.6], [1.1, -0.1, 0.7], [-1.9, -0.6, 1.8], [-0.2, 0.9, -1.9], [2.0, 0.7, 0.1], [-0.4, -0.5, 0.3], [1.6, 0.6, -0.3], [-0.7, -0.7, 0.1], [0.4, 0.3, 0.4], [-0.6, 0.3, 0.1], [-0.3, 0.2, -0.5], [1.4, -0.2, 0.0], [0.8, 0.2, 0.0], [-0.2, -0.5, 1.1], [-1.3, 0.1, -1.1], [-0.5, 0.1, 0.7], [0.1, -0.2, 0.0], [-0.3, 0.0, -0.1], [1.7, -1.0, 2.4], [-1.8, 1.3, -2.6], [1.8, -0.4, 1.1], [-0.3, -0.6, -1.2], [-0.2, 0.9, -0.5], [-0.7, -1.5, 2.0], [0.2, -0.9, -2.2], [0.4, 0.5, 0.3], [-0.3, 0.7, 1.1], [-0.1, 0.5, -0.3], [-0.7, -0.7, -0.3], [0.3, 0.1, 0.1], [0.0, 1.0, -0.6], [-0.3, 0.1, -0.1], [0.9, 0.9, 0.5], [-0.6, 0.1, 1.6], [0.2, -0.1, 0.1], [-0.6, -0.9, -1.1], [-1.8, 1.7, -0.3], [0.5, -0.8, 0.1], [-0.1, -1.1, -0.2], [0.6, 0.0, -4.0], [-1.0, -0.5, 2.4], [2.9, 2.3, -1.2], [-0.6, -0.7, -0.2], [0.4, 0.0, 0.0], [0.9, -1.0, 1.9], [0.1, -0.4, -0.2], [-0.1, -0.1, -0.1], [-0.9, -0.5, 0.5], [0.1, 0.4, 0.0], [-1.4, 0.2, 0.8], [0.1, 0.4, 0.3], [0.5, -1.1, -0.7], [1.1, -0.6, 0.1], [0.4, 0.1, 0.6], [-1.5, 0.4, 0.7], [-0.5, 0.3, -0.3], [-0.3, 0.0, -1.0], [-0.7, 0.8, 0.9], [-0.2, 0.6, 0.1], [0.1, -1.2, 0.1], [1.0, 0.0, -0.4], [-0.4, 0.3, 0.6], [-0.6, -1.5, -0.8], [-0.3, 1.3, 0.3], [-0.1, -0.1, -0.2], [0.4, 0.0, -0.4], [0.3, -0.2, 1.1], [-0.2, 0.1, -0.7], [0.3, 0.9, 0.2], [0.4, 0.4, -0.1], [0.4, 0.0, 0.0], [0.1, -0.4, 0.0]],
  "lowdin_charge": [1.40, -0.10, -0.15, -0.12, -0.33, 0.05, -0.22, -0.01, -0.07, -0.06, 0.04, -0.17, 0.20, -0.31, 0.02, -0.26, -0.05, -0.09, -0.07, -0.01, -0.17, 0.19, 0.13, 0.13, 0.11, 0.14, 0.12, 0.12, 0.10, 0.14, 0.11, 0.17, 0.12, 0.11, 0.12, 0.13, 0.17, 0.87, -0.68, -0.05, -0.08, -0.03, -0.22, -0.07, -0.25, -0.05, -0.67, 0.91, -0.06, -0.10, -0.03, 0.12, 0.10, 0.14, 0.10, 0.12, 0.10, 0.17, -0.27, -0.10, -0.14, -0.14, -0.17, -0.19, -0.17, 0.11, 0.14, 0.13, 0.12, 0.11, 0.12, 0.09, 0.15, 0.11, 0.08, 0.02, -0.14, -0.07, -0.07, 0.05, -0.68, 0.88, 0.06, 0.15, 0.10, 0.14, 0.15, 0.15, 0.12, 0.17, 1.27, -0.56, -0.07, -0.10, 0.09, -0.11, -0.07, -0.44, -0.01, -0.06, 0.15, -0.08, -0.04, 0.13, 0.13, 0.12, 0.11, 0.12, 0.14, 0.13, 0.12],
  "relative_energy_kcal_mol": 0.0,
  "spin_multiplicity": 1,
  "charge": 4,
  "gap_ha": [0.1696, 0.1830]
}

***

Entry 2:
{
  "formula": "C46H47N3O2Rh",
  "method": "wB97M-V/def2-TZVPD",
  "species": ["Rh", "C", "C", "C", "C", "C", "C", "C", "C", "C", "C", "C", "C", "N", "C", "O", "C", "C", "C", "C", "C", "N", "C", "O", "N", "C", "C", "C", "C", "C", "C", "C", "C", "C", "C", "C", "C", "H", "H", "H", "H", "H", "H", "H", "H", "H", "H", "H", "H", "H", "H", "H", "H", "H", "H", "H", "H", "H", "H", "H", "H", "H", "H", "H", "H", "H", "H", "H", "H", "H", "H", "H", "H", "H", "C", "C", "C", "C", "C", "C", "C", "C", "C", "C", "C", "C", "C", "C", "C", "H", "H", "H", "H", "H", "H", "H", "H", "H", "H"],
  "coordinates": [[0.187764, -0.607324, -0.130658], [1.470131, -5.158109, -0.189299], [1.225629, -4.184340, -1.346698], [0.710193, -4.937837, -2.569676], [2.469733, -3.360209, -1.613486], [3.344987, -3.671740, -2.645391], [4.499948, -2.929839, -2.848132], [4.777534, -1.855657, -2.022392], [3.921293, -1.503195, -0.983226], [4.241368, -0.299966, -0.119020], [4.341172, 0.976231, -0.957368], [5.514692, -0.530628, 0.695597], [2.770200, -2.272369, -0.774564], [1.842333, -1.928716, 0.237707], [2.184225, -2.151752, 1.520195], [3.225955, -2.645299, 1.953350], [1.066102, -1.800029, 2.483402], [1.029091, -2.107395, 3.834072], [-0.148622, -1.843399, 4.525652], [-1.265947, -1.340753, 3.864730], [-1.144155, -1.065669, 2.512735], [0.013216, -1.252558, 1.908682], [-2.289331, -0.732653, 1.573110], [-3.415395, -0.566464, 2.042239], [-1.930070, -0.766178, 0.273462], [-2.996480, -0.810326, -0.664722], [-3.289853, 0.303992, -1.465355], [-4.317707, 0.211016, -2.396877], [-5.051890, -0.954618, -2.540405], [-4.749580, -2.050731, -1.751376], [-3.726305, -1.999748, -0.811580], [-3.420573, -3.230015, 0.020450], [-3.041625, -4.418607, -0.865095], [-4.587311, -3.573381, 0.948081], [-2.451369, 1.558832, -1.367433], [-3.256545, 2.852038, -1.461010], [-1.356066, 1.522466, -2.439117], [0.547517, -5.681803, 0.075054], [1.845276, -4.641905, 0.693833], [2.215852, -5.903293, -0.479953], [0.441377, -3.490485, -1.026905], [1.397431, -5.731352, -2.873240], [0.562577, -4.271281, -3.421399], [-0.246031, -5.411119, -2.338121], [3.127466, -4.504089, -3.302394], [5.177264, -3.187451, -3.653520], [5.676355, -1.272304, -2.188792], [3.414531, -0.155986, 0.575891], [5.160030, 0.917849, -1.679367], [4.522934, 1.837198, -0.309549], [3.413237, 1.154021, -1.504045], [6.381038, -0.647178, 0.037866], [5.414809, -1.427602, 1.306112], [5.704826, 0.322000, 1.352109], [1.893950, -2.556024, 4.302090], [-0.209930, -2.068074, 5.583403], [-2.216347, -1.186821, 4.355997], [-4.549343, 1.067412, -3.018662], [-5.853831, -1.009281, -3.266935], [-5.321527, -2.965228, -1.864466], [-2.554292, -3.004775, 0.643079], [-3.874826, -4.719120, -1.504944], [-2.761357, -5.279892, -0.253541], [-2.197749, -4.167501, -1.510673], [-5.478732, -3.838658, 0.373120], [-4.826013, -2.720388, 1.583509], [-4.334190, -4.425453, 1.584485], [-1.958178, 1.550202, -0.395695], [-3.685020, 2.995708, -2.456377], [-2.608766, 3.706972, -1.252714], [-4.068683, 2.863548, -0.732572], [-1.790746, 1.645674, -3.435571], [-0.834830, 0.559004, -2.426773], [-0.617742, 2.306894, -2.267080], [0.698895, 1.352186, 0.228662], [0.573963, 2.545817, 0.502801], [0.426898, 3.880325, 0.868425], [1.579779, 4.769640, 0.823386], [2.686909, 4.437178, 0.026474], [3.809829, 5.242938, -0.008869], [3.869552, 6.403747, 0.754224], [2.790049, 6.739151, 1.561284], [1.662163, 5.936187, 1.599059], [-0.918780, 4.305298, 1.265150], [-1.809732, 3.365221, 1.807539], [-3.110516, 3.708952, 2.126500], [-3.565090, 5.004791, 1.911166], [-2.700914, 5.946606, 1.367932], [-1.396107, 5.605404, 1.049014], [2.644983, 3.529226, -0.561821], [4.647235, 4.961604, -0.635976], [4.750053, 7.033140, 0.727432], [2.831171, 7.628517, 2.178617], [0.846062, 6.194978, 2.260297], [-1.463701, 2.350948, 1.965946], [-3.772857, 2.953687, 2.531710], [-4.585902, 5.273833, 2.151717], [-3.049709, 6.954175, 1.175256], [-0.749324, 6.341924, 0.590247]],
  "atomic_forces_ev_per_a": [[0.0, -0.1, 0.0], [0.0, 0.0, 0.0], [0.0, 0.0, 0.0], [0.0, 0.0, 0.0], [0.0, 0.0, 0.0], [0.0, 0.0, 0.0], [0.0, 0.0, 0.0], [0.0, 0.0, 0.0], [0.0, 0.0, 0.0], [0.0, 0.0, 0.0], [0.0, 0.0, 0.0], [0.0, 0.0, 0.0], [0.0, 0.0, 0.0], [0.0, 0.0, 0.0], [0.0, 0.0, 0.0], [0.0, 0.0, 0.0], [0.0, 0.0, 0.0], [0.0, 0.0, 0.0], [0.0, 0.0, 0.0], [0.0, 0.0, 0.0], [0.0, 0.0, 0.0], [0.0, 0.0, 0.0], [0.0, 0.0, 0.0], [0.0, 0.0, 0.0], [0.0, 0.0, 0.0], [0.0, 0.0, 0.0], [0.0, 0.0, 0.0], [0.0, 0.0, 0.0], [0.0, 0.0, 0.0], [0.0, 0.0, 0.0], [0.0, 0.0, 0.0], [0.0, 0.0, 0.0], [0.0, 0.0, 0.0], [0.0, 0.0, 0.0], [0.0, 0.0, 0.0], [0.0, 0.0, 0.0], [0.0, 0.0, 0.0], [0.0, 0.0, 0.0], [0.0, 0.0, 0.0], [0.0, 0.0, 0.0], [0.0, 0.0, 0.0], [0.0, 0.0, 0.0], [0.0, 0.0, 0.0], [0.0, 0.0, 0.0], [0.0, 0.0, 0.0], [0.0, 0.0, 0.0], [0.0, 0.0, 0.0], [0.0, 0.0, 0.0], [0.0, 0.0, 0.0], [0.0, 0.0, 0.0], [0.0, 0.0, 0.0], [0.0, 0.0, 0.0], [0.0, 0.0, 0.0], [0.0, 0.0, 0.0], [0.0, 0.0, 0.0], [0.0, 0.0, 0.0], [0.0, 0.0, 0.0], [0.0, 0.0, 0.0], [0.0, 0.0, 0.0], [0.0, 0.0, 0.0], [0.0, 0.0, 0.0], [0.0, 0.0, 0.0], [0.0, 0.0, 0.0], [0.0, 0.0, 0.0], [0.0, 0.0, 0.0], [0.0, 0.0, 0.0], [0.0, 0.0, 0.0], [0.0, 0.0, 0.0], [0.0, 0.0, 0.0], [0.0, 0.0, 0.0], [0.0, 0.0, 0.0], [0.0, 0.0, 0.0], [0.0, 0.0, 0.0], [0.0, 0.0, 0.0], [-0.1, 0.0, 0.0], [0.3, 0.0, 0.1], [-0.1, 0.0, 0.0], [0.0, 0.0, 0.0], [0.0, 0.0, 0.0], [0.0, 0.0, 0.0], [0.0, 0.0, 0.0], [0.0, 0.0, 0.0], [0.0, 0.0, 0.0], [0.0, 0.0, 0.0], [0.0, 0.0, 0.0], [0.0, 0.0, 0.0], [0.0, 0.0, 0.0], [0.0, 0.0, 0.0], [0.0, 0.0, 0.0], [0.0, 0.0, 0.0], [0.0, 0.0, 0.0], [0.0, 0.0, 0.0], [0.0, 0.0, 0.0], [0.0, 0.0, 0.0], [0.0, 0.0, 0.0], [0.0, 0.0, 0.0], [0.0, 0.0, 0.0], [0.0, 0.0, 0.0], [0.0, 0.0, 0.0]],
  "lowdin_charge": [1.03, -0.05, -0.38, -0.09, -0.14, -0.05, -0.09, -0.05, -0.13, -0.37, -0.07, -0.06, -0.17, -0.04, -0.49, 0.03, -0.16, 0.01, -0.05, 0.01, -0.17, 0.04, -0.49, 0.03, -0.03, -0.16, -0.14, -0.04, -0.09, -0.05, -0.14, -0.37, -0.06, -0.06, -0.38, -0.07, -0.07, 0.07, 0.07, 0.08, 0.11, 0.07, 0.08, 0.06, 0.10, 0.09, 0.10, 0.11, 0.07, 0.07, 0.07, 0.07, 0.07, 0.08, 0.11, 0.10, 0.11, 0.10, 0.09, 0.10, 0.12, 0.07, 0.08, 0.07, 0.07, 0.07, 0.07, 0.09, 0.07, 0.07, 0.08, 0.08, 0.05, 0.07, -0.09, -0.17, -0.15, -0.18, -0.03, -0.09, -0.11, -0.10, -0.05, -0.18, -0.03, -0.08, -0.10, -0.10, -0.05, 0.09, 0.10, 0.09, 0.10, 0.11, 0.11, 0.11, 0.09, 0.10, 0.11],
  "relative_energy_kcal_mol": 0.0,
  "spin_multiplicity": 5,
  "charge": -1,
  "gap_ha": [0.2495, 0.2728]
}